ORCA calculation (ωB97M-V with the def2-TZVPD basis set) on a structure of composition C26H56CoIN11O3P2Se.

Geometry as ORCA input:
```
! RIJCOSX wB97M-V def2-TZVPD def2/J DEFGRID3
* xyz 1 5
Co 12.510 16.430 8.874
C 9.306 18.167 5.229
N 9.269 16.946 6.034
C 9.684 15.741 5.285
P 9.278 16.933 7.697
O 10.576 17.201 8.431
O 8.749 15.392 8.057
P 9.412 14.274 9.052
O 10.914 14.421 9.020
N 8.741 14.510 10.558
C 9.535 14.456 11.786
C 7.349 14.769 10.801
N 8.769 12.853 8.487
C 8.087 12.696 7.192
C 9.165 11.610 9.146
N 8.109 17.971 8.194
C 8.163 18.654 9.486
C 6.798 18.037 7.530
H 8.604 18.083 4.398
H 10.302 18.369 4.815
H 8.985 18.990 5.876
H 9.074 15.630 4.387
H 9.514 14.841 5.868
H 10.753 15.782 5.035
H 10.590 14.279 11.508
H 9.190 13.637 12.420
H 9.439 15.389 12.362
H 6.856 15.101 9.890
H 7.219 15.519 11.591
H 6.846 13.841 11.121
H 7.580 13.635 6.996
H 7.343 11.897 7.233
H 8.782 12.472 6.383
H 8.967 11.756 10.207
H 10.237 11.414 9.038
H 8.570 10.778 8.770
H 9.167 18.494 9.903
H 7.409 18.232 10.147
H 7.981 19.720 9.357
H 6.869 17.485 6.593
H 6.554 19.085 7.322
H 5.979 17.583 8.106
I 14.595 16.182 11.852
C 12.754 15.755 10.801
H 11.952 16.123 11.473
H 12.729 14.656 10.724
C 15.888 16.323 5.068
N 14.924 16.333 6.169
C 13.517 16.479 5.753
C 15.137 15.759 7.397
N 14.052 15.321 8.085
N 16.456 15.637 7.827
C 16.818 14.519 8.713
C 17.525 16.614 7.621
H 15.415 15.870 4.191
H 16.783 15.735 5.298
H 16.190 17.334 4.774
H 13.419 17.250 4.984
H 12.925 16.749 6.618
H 13.081 15.540 5.397
H 14.359 14.749 8.886
H 16.557 14.699 9.760
H 17.902 14.364 8.616
H 16.322 13.587 8.371
H 17.202 17.419 6.967
H 18.398 16.128 7.173
H 17.819 17.055 8.571
C 14.589 18.664 8.932
N 14.973 20.063 9.034
C 14.421 20.631 10.314
N 12.917 20.523 10.366
C 12.585 19.078 10.248
N 13.109 18.481 8.978
C 12.553 19.287 7.828
N 12.859 20.716 7.874
C 14.339 20.828 7.890
C 12.355 21.242 9.170
H 14.973 18.094 9.779
H 14.955 18.231 7.983
H 14.684 21.691 10.368
H 14.869 20.099 11.181
H 11.500 18.923 10.221
H 13.018 18.514 11.081
H 11.468 19.121 7.800
H 12.974 18.850 6.912
H 14.648 21.866 8.034
H 14.745 20.427 6.956
H 11.266 21.148 9.191
H 12.628 22.296 9.284
Se 12.896 12.406 7.934
C 13.843 10.842 8.021
C 13.756 9.915 6.996
C 14.344 8.669 7.139
C 14.989 8.344 8.320
C 15.037 9.253 9.354
C 14.491 10.506 9.209
H 13.241 10.192 6.075
H 14.348 7.943 6.322
H 15.505 7.369 8.437
H 15.536 8.951 10.301
H 14.512 11.217 10.029
*
```

Summary:
- Expectation value of S²: 6.024
- Electronic energy: -6616.8559 Eh
- Orbital gap (alpha / beta): 7.897 / 6.611 eV